Entry 1:
85
Properties=species:S:1:pos:R:3 method="wB97M-V/def2-TZVPD" homo_lumo_gap_ev="6.42 / 6.44" s_squared=15.7598 homo_ev="-6.19 / -6.20" multiplicity=8
Eu -0.5402 0.7692 0.3915
C -4.8950 -4.0017 3.9168
C -3.9234 -3.3752 2.9300
C -3.9520 -3.5907 1.5164
C -3.1522 -3.0734 0.5741
C -1.9958 -2.2957 0.9829
N -1.0541 -1.8630 0.1053
C -0.6625 -2.6738 -0.8960
C -0.3280 -4.0756 -0.7535
C 0.0082 -4.9187 -1.7849
C 0.1920 -4.4163 -3.0962
C 0.7322 -5.1746 -4.2802
C -0.0831 -3.0727 -3.2548
C -0.4161 -2.2050 -2.2064
N -0.8665 -0.8968 -2.5663
C -1.9056 -0.5459 -3.3443
C -1.9763 0.8144 -3.4560
C -0.8939 1.2641 -2.6973
N -0.2318 0.2114 -2.1912
C -1.9298 -2.0929 2.3778
C -2.8910 -2.5628 3.3051
N -0.6856 -1.6545 2.9815
C 0.1951 -2.4148 3.7333
C 1.2244 -1.5941 4.0833
C 0.9588 -0.3740 3.4639
N -0.2242 -0.4323 2.8747
H -5.8948 -3.5570 4.0048
H -4.4778 -3.8250 4.9263
H -4.9560 -5.0702 3.6119
H -4.8364 -4.1591 1.0819
H -3.3567 -3.2521 -0.4346
H -0.4722 -4.5174 0.2255
H 0.2519 -5.9531 -1.6817
H 0.3582 -6.1451 -4.4674
H 1.8065 -5.2987 -4.2184
H 0.5665 -4.6276 -5.2306
H 0.0637 -2.7001 -4.2189
H -2.5605 -1.2845 -3.7953
H -2.7668 1.3965 -3.9649
H -0.7019 2.2791 -2.4102
H -2.6690 -2.4030 4.3353
H -0.0704 -3.3489 4.1119
H 2.0522 -1.8612 4.8111
H 1.4340 0.5455 3.3701
C 4.5767 -3.9781 1.7980
C 4.3097 -2.6755 1.1465
C 5.2289 -1.6096 1.2769
C 4.9067 -0.3264 0.8604
C 3.6601 -0.0578 0.3431
C 2.7624 -1.0839 0.1576
C 3.0826 -2.3346 0.5793
S 3.1333 1.6091 0.0051
C 3.4616 1.4702 -1.7188
O 1.6484 1.6454 0.1561
H 5.0891 -4.7178 1.1306
H 3.6044 -4.3447 2.0835
H 5.1448 -3.7902 2.7376
H 6.1761 -1.6739 1.7733
H 5.5213 0.4639 1.3049
H 1.8296 -1.0041 -0.2924
H 2.3661 -3.0927 0.2588
H 2.7131 0.9006 -2.2560
H 4.4837 1.0935 -1.8708
H 3.5290 2.4492 -2.1730
C 0.3308 8.6080 -1.1280
C -0.3469 7.3172 -0.8276
C -1.3835 6.8132 -1.5622
C -2.0699 5.6321 -1.2923
C -3.2641 5.4007 -2.1854
C -1.6928 4.8950 -0.1820
Te -2.7820 3.1897 0.4443
C -0.5616 5.4037 0.5896
C -0.0962 4.6470 1.8206
C 0.1150 6.5430 0.2420
H 0.0695 9.2914 -0.3511
H -0.0025 9.1428 -2.0024
H 1.4075 8.4890 -1.0974
H -1.6975 7.4290 -2.4071
H -3.3738 6.2224 -2.9164
H -4.1384 5.2805 -1.4737
H -3.1418 4.5458 -2.8245
H -0.9253 4.3609 2.5055
H 0.6623 5.1857 2.3031
H 0.3302 3.6747 1.4250
H 0.8593 7.0132 0.8531

***

Entry 2:
34
Properties=species:S:1:pos:R:3 method="wB97M-V/def2-TZVPD" homo_lumo_gap_ev=10.26 e_above_lowest_kj_mol=945.04 homo_ev=-9.82
C -2.7284 2.4436 0.7175
C -3.2742 1.1946 1.3164
C -3.2085 -0.3117 0.6752
O -1.9504 -1.0378 0.9009
C -1.0193 -0.2996 1.7673
O -1.0272 -0.2674 3.1041
O 0.0804 0.4416 1.0644
C 1.0656 -0.6273 0.7177
O 2.0584 -0.2136 -0.2870
C 1.4219 0.2555 -1.5352
O 0.6660 -0.7825 -2.2585
C -0.5570 -0.2518 -2.8802
C -0.3037 0.9377 -3.9917
O -1.1753 2.0763 -3.5727
H -2.2795 2.5651 -0.3569
H -2.7537 3.4283 1.3906
H -3.8629 1.3066 2.3482
H -3.4686 -0.3527 -0.4778
H -4.0648 -0.9473 1.2088
H 0.5331 -1.6077 0.3091
H 1.6920 -0.9768 1.6720
H 2.3218 0.5644 -2.2565
H 0.7469 1.2007 -1.3431
H -1.2444 0.1760 -2.0058
H -1.0858 -1.1768 -3.4135
H -0.7015 0.6124 -5.0658
H 0.8179 1.2368 -4.1416
H -1.0355 2.8689 -4.1694
C 4.2311 -1.7136 3.7728
C 3.7296 -2.7519 2.7824
N 3.3136 -3.6132 1.9608
H 3.6884 -0.7743 3.6351
H 4.0754 -2.0681 4.7955
H 5.2984 -1.5344 3.6168

***

Entry 3:
70
Properties=species:S:1:pos:R:3 method="wB97M-V/def2-TZVPD" homo_lumo_gap_ev="5.78 / 6.06" charge=+1 s_squared=0.7720 e_above_lowest_kj_mol=257.08 homo_ev="-10.19 / -10.87" multiplicity=2
Ti 0.2177 -0.0380 0.3654
C -4.1488 0.2779 -1.5321
C -3.6614 -0.3285 -0.2310
S -2.0961 -1.2880 -0.2412
C -2.1401 -2.2659 -1.8048
C -1.4805 -1.6656 -3.0546
S -0.3512 -0.2566 -2.7401
C -1.0784 1.0714 -3.7849
C -2.5771 1.2950 -3.7204
S -3.2007 1.7597 -2.0618
H -5.1672 0.6282 -1.3527
H -4.1745 -0.4384 -2.3524
H -4.4229 -1.0121 0.1525
H -3.4677 0.4454 0.5155
H -3.1874 -2.5074 -1.9870
H -1.6231 -3.1875 -1.5385
H -2.2214 -1.3209 -3.7720
H -0.8741 -2.4309 -3.5408
H -0.7910 0.8586 -4.8177
H -0.5522 1.9634 -3.4419
H -3.1468 0.4387 -4.0795
H -2.8135 2.1401 -4.3704
O 4.6154 6.3580 1.5081
C 3.4002 5.8476 1.7329
O 2.5453 6.4761 2.2875
C 3.1578 4.4446 1.2557
C 2.1956 3.7000 1.9407
C 1.8615 2.4322 1.5234
C 2.4517 1.8822 0.3697
C 3.4200 2.6331 -0.3102
C 3.7747 3.8915 0.1352
N 2.0105 0.6372 -0.0453
C 2.6959 -0.1541 -0.8618
C 2.1689 -1.4444 -1.0588
C 2.8075 -2.4740 -1.7814
C 2.3095 -3.7489 -1.7176
C 1.2104 -4.0040 -0.8803
C 0.6034 -2.9508 -0.2354
N 1.0042 -1.6827 -0.3768
H 5.2315 5.7291 1.1106
H 1.7162 4.1454 2.8005
H 1.1354 1.8488 2.0890
H 3.8673 2.2417 -1.2109
H 4.5047 4.4544 -0.4296
H 3.6669 0.1145 -1.2636
H 3.6858 -2.2360 -2.3585
H 2.7665 -4.5537 -2.2707
H 0.8480 -5.0080 -0.7332
H -0.2407 -3.1130 0.4342
N -0.4009 1.6117 -0.3264
C -1.0538 2.5251 0.0358
C -1.8279 3.5269 0.4870
C -2.2274 3.4248 1.8271
N -2.5334 3.2867 2.9257
C -2.2783 4.5791 -0.3250
N -2.6484 5.4267 -1.0022
C -1.4664 0.8994 4.7402
N -0.4455 0.0837 4.1095
C 0.5207 -0.5473 4.8565
C 1.5182 -1.2593 4.3014
C 1.6329 -1.3510 2.8506
O 2.5126 -1.9000 2.2157
N 0.5998 -0.7243 2.1726
C -0.3899 -0.0546 2.7619
O -1.2236 0.4477 1.9593
H -2.1552 0.2799 5.3196
H -2.0212 1.4374 3.9677
H -0.9937 1.6268 5.4037
H 0.4213 -0.4310 5.9266
H 2.2686 -1.7514 4.8980

***

Entry 4:
60
Properties=species:S:1:pos:R:3 method="wB97M-V/def2-TZVPD" homo_lumo_gap_ev=7.92 homo_ev=-10.54
O 4.5440 2.4168 2.9441
C 4.2232 2.3833 1.7335
C 2.8209 1.7597 1.2198
C 2.8445 1.0503 0.0022
S 1.4178 0.2705 -0.8611
O 1.5918 0.4931 -2.3378
O 1.5529 -1.2293 -0.6421
C -0.2538 0.7358 -0.1910
F -1.2548 -0.0605 -0.8234
F -0.2744 0.3113 1.1842
C -0.6142 2.2965 -0.1884
F -0.3006 2.9545 1.0404
F -2.0446 2.3709 -0.2778
C -0.0595 3.1486 -1.4229
F -0.4292 2.6283 -2.6861
F 1.3243 3.4521 -1.3397
F -0.7165 4.4163 -1.3492
C 4.2778 0.8926 -0.7242
O 4.6139 -0.1730 -1.2963
C 5.2157 2.1888 -0.6318
O 6.0390 2.5357 -1.7257
C 5.1865 2.9585 0.5775
C 6.0561 4.3058 0.7610
O 5.2585 5.4149 0.2387
O 5.0568 5.2787 -1.0955
H 1.8495 1.8741 1.7967
H 5.7498 1.9390 -2.4552
H 7.0414 4.2844 0.1877
H 6.2022 4.5414 1.8796
H 4.0903 5.2065 -1.2999
C -4.0716 -1.4313 0.8164
C -3.1403 -1.9557 1.8669
O -4.0124 -2.6467 2.7510
C -5.1203 -2.9871 2.0376
O -5.9791 -3.7205 2.4322
O -5.1252 -2.3853 0.8154
H -3.6011 -1.3718 -0.1660
H -4.4834 -0.4506 1.0731
H -2.4105 -2.6640 1.4639
H -2.6090 -1.1586 2.3889
C -7.7973 -1.6777 -1.1346
C -9.2737 -1.6584 -0.8796
O -9.6722 -0.3981 -1.4023
C -8.7413 -0.0347 -2.3272
O -8.8586 0.8918 -3.0755
O -7.6604 -0.8618 -2.2907
H -7.4196 -2.6836 -1.3225
H -7.2253 -1.2307 -0.3170
H -9.8025 -2.4489 -1.4201
H -9.5145 -1.7332 0.1817
C 4.9832 -2.9959 0.2933
C 4.1803 -4.1601 -0.2011
O 4.2323 -5.0706 0.8894
C 4.4778 -4.3393 2.0115
O 4.4186 -4.7716 3.1259
O 4.7986 -3.0528 1.7016
H 4.6285 -2.0454 -0.1070
H 6.0498 -3.0990 0.0723
H 3.1360 -3.8968 -0.3932
H 4.6043 -4.6069 -1.1016

***

Entry 5:
15
Properties=species:S:1:pos:R:3 method="wB97M-V/def2-TZVPD" homo_lumo_gap_ev=9.32 e_above_lowest_kj_mol=238.14 homo_ev=-8.86
O -1.2787 -2.5461 1.3360
C -1.1373 -1.4123 0.9985
C -2.3636 -0.6283 0.3969
N -2.5747 -0.6816 -1.0122
H -0.2927 -0.7065 1.1143
H -2.3336 0.3870 0.8071
H -3.1863 -1.0162 1.0128
H -2.5822 -1.5598 -1.4684
H -2.0565 0.0319 -1.4978
H 1.4217 4.1077 1.2947
H 2.9738 4.2263 0.7830
O 2.3694 4.1977 1.5032
H 3.0740 -1.7984 -2.1077
H 4.3926 -1.1342 -1.7807
O 3.5740 -1.4672 -1.3797

***

Entry 6:
9
Properties=species:S:1:pos:R:3 method="wB97M-V/def2-TZVPD" homo_lumo_gap_ev="4.73 / 4.84" charge=+1 s_squared=6.0047 e_above_lowest_kj_mol=32.36 homo_ev="-11.26 / -11.29" multiplicity=5
F -2.5069 1.2930 0.8811
O 0.3807 -0.7022 -0.4615
O -2.5272 -0.8751 0.2776
C 0.0513 0.3794 -1.1316
C -1.1556 0.9559 -0.6992
C -1.8726 0.1322 0.2427
H 0.2117 0.3660 -2.2227
H -1.2052 2.0404 -0.7817
Nd 2.8776 -0.7759 0.4735

***

Entry 7:
56
Properties=species:S:1:pos:R:3 method="wB97M-V/def2-TZVPD" homo_lumo_gap_ev=7.21 charge=+1 homo_ev=-11.70
C 3.3420 -1.8063 1.7338
O 2.7788 -0.5549 1.3190
B 1.5607 -0.5324 0.7225
O 1.4270 -0.8724 -0.5852
C 0.1817 -0.0867 1.4846
P 0.7661 0.6577 3.1238
S 1.8708 2.2427 3.0637
N -0.5847 0.8558 0.6342
C -0.0428 1.8253 -0.3317
O 0.9381 2.6065 0.2335
O 0.4511 3.9573 0.2358
C -1.8406 0.6769 0.8005
Br -3.2302 1.5591 -0.0295
C -2.1844 -0.4339 1.7218
C -2.8075 0.0322 3.0610
C -4.0763 -0.7498 3.2651
O -4.1399 -1.9708 3.2646
Cl -5.5381 0.2346 3.4315
C -0.8491 -1.2325 1.7077
C -0.9781 -2.1725 0.4500
C 0.0102 -3.3306 0.2962
N 0.1347 -3.7857 -1.0890
P -0.5989 -2.3341 3.1489
O -0.8930 -1.7036 4.4474
H 2.9431 -2.0993 2.6960
H 4.4017 -1.6546 1.8546
H 3.2032 -2.5833 0.9929
H 2.2569 -0.7400 -1.0527
H 1.4004 -0.4190 3.7513
H -0.3880 0.8904 3.8761
H 0.3758 1.3126 -1.1882
H -0.8356 2.4594 -0.6951
H 0.9390 4.3459 0.9718
H -2.9899 -0.9363 1.2046
H -2.1478 -0.0844 3.9052
H -3.0710 1.0798 2.9916
H -1.9724 -2.5987 0.4882
H -0.9402 -1.5658 -0.4457
H -0.3211 -4.1998 0.8469
H 1.0010 -3.0798 0.6478
H 0.7129 -3.1465 -1.6143
H -0.7789 -3.7880 -1.5166
H 0.7196 -2.7938 3.0243
H -1.4269 -3.4280 2.8781
C 1.8962 3.3925 -4.5269
C 1.9030 2.9705 -5.8480
C 0.9459 2.0707 -6.2968
C -0.0246 1.5966 -5.4272
C -0.0338 2.0209 -4.1061
C 0.9284 2.9152 -3.6554
H 2.6428 4.0925 -4.1771
H 2.6547 3.3438 -6.5298
H 0.9554 1.7406 -7.3266
H -0.7742 0.9008 -5.7799
H -0.7985 1.6542 -3.4296
H 0.9250 3.2494 -2.6238